(w)
Here is a 2-piece molecular cluster, C4H13NOS overall from the OMol25 dataset. Energies are from ωB97M-V/def2-TZVPD.

Each atom is followed by the atoms it is bonded to, with distances in Å.
Element x y z (Å)
1 C 2.41 -1.08 -1.50  N2 1.456, H7 1.095, H8 1.093, H9 1.091
2 N 1.50 -0.33 -0.64  C1 1.456, C3 1.438, H10 1.008
3 C 0.23 0.06 -1.19  N2 1.438, C4 1.548, H11 1.094, H12 1.091
4 C -0.83 -1.07 -1.23  C3 1.548, C5 1.498, H13 1.105, H14 1.092
5 C -2.16 -0.61 -1.74  C4 1.498, S6 1.849, H15 1.086, H16 1.093
6 S -3.15 0.38 -0.54  C5 1.849, H17 1.333
7 H 2.43 -2.15 -1.26  C1 1.095
8 H 3.43 -0.70 -1.44  C1 1.093
9 H 2.06 -1.01 -2.53  C1 1.091
10 H 1.42 -0.67 0.30  N2 1.008
11 H 0.36 0.42 -2.21  C3 1.094
12 H -0.19 0.89 -0.63  C3 1.091
13 H -0.94 -1.45 -0.20  C4 1.105
14 H -0.45 -1.94 -1.77  C4 1.092
15 H -2.84 -1.42 -2.03  C5 1.086
16 H -2.05 0.03 -2.62  C5 1.093
17 H -2.15 0.68 0.30  S6 1.333
18 O 3.86 1.67 6.05  H19 0.964, H20 0.959
19 H 3.14 1.19 5.62  O18 0.964
20 H 3.63 2.59 5.92  O18 0.959

Properties
- charge = 0
- E_HOMO (eV) = -8.6
- LUMO energy (eV) = 0.80

***

(x)
Here is a 2-piece molecular cluster, C4H13NOS overall from the OMol25 dataset. Energies are from ωB97M-V/def2-TZVPD.

Each atom is followed by the atoms it is bonded to, with distances in Å.
Element x y z (Å)
1 C -0.24 0.89 2.69  S2 1.921, H7 1.132, H8 1.088, H9 1.095
2 S 0.73 0.03 1.27  C1 1.921, C3 1.746
3 C -0.24 -0.09 -0.17  S2 1.746, C4 1.536, H10 1.111, H11 1.095
4 C -0.52 -1.53 -0.65  C3 1.536, C5 1.506, H12 1.087, H13 1.055
5 C -1.46 -1.41 -1.82  C4 1.506, N6 1.431, H14 1.071, H15 1.185
6 N -2.58 -2.30 -1.75  C5 1.431, H16 1.081, H17 1.021
7 H -0.96 1.63 2.22  C1 1.132
8 H 0.56 1.54 3.04  C1 1.088
9 H -0.61 0.10 3.35  C1 1.095
10 H 0.19 0.52 -1.00  C3 1.111
11 H -1.14 0.52 -0.13  C3 1.095
12 H -1.01 -2.18 0.06  C4 1.087
13 H 0.42 -1.97 -0.83  C4 1.055
14 H -1.79 -0.42 -2.09  C5 1.071
15 H -0.97 -1.58 -2.89  C5 1.185
16 H -2.45 -3.37 -1.67  N6 1.081
17 H -3.07 -2.19 -0.86  N6 1.021
18 O 5.13 3.90 0.79  H19 0.939, H20 0.952
19 H 5.74 4.02 0.08  O18 0.939
20 H 4.28 3.87 0.37  O18 0.952

Properties
- charge = 0
- E_HOMO (eV) = -8.4
- LUMO energy (eV) = 0.77

***

(y)
Here is a 2-piece molecular cluster, C4H13NOS overall from the OMol25 dataset. Energies are from ωB97M-V/def2-TZVPD.

Each atom is followed by the atoms it is bonded to, with distances in Å.
Element x y z (Å)
1 C 1.43 2.39 -0.34  N2 1.482, H7 1.102, H8 1.088, H9 1.085
2 N 0.61 1.16 -0.42  C1 1.482, C3 1.443, H10 1.015
3 C 0.33 0.38 0.76  N2 1.443, C4 1.566, H11 1.098, H12 1.107
4 C -0.82 -0.67 0.65  C3 1.566, C5 1.542, H13 1.099, H14 1.095
5 C -0.49 -1.48 -0.62  C4 1.542, S6 1.834, H15 1.096, H16 1.082
6 S 0.97 -2.59 -0.48  C5 1.834, H17 1.349
7 H 1.29 2.90 0.63  C1 1.102
8 H 2.47 2.06 -0.38  C1 1.088
9 H 1.16 3.08 -1.13  C1 1.085
10 H -0.26 1.44 -0.86  N2 1.015
11 H 1.22 -0.23 0.93  C3 1.098
12 H 0.21 0.89 1.74  C3 1.107
13 H -0.64 -1.30 1.54  C4 1.099
14 H -1.87 -0.35 0.56  C4 1.095
15 H -1.31 -2.20 -0.72  C5 1.096
16 H -0.32 -0.82 -1.45  C5 1.082
17 H 1.82 -1.82 -1.19  S6 1.349
18 O -2.64 2.47 0.92  H19 0.976, H20 0.963
19 H -3.06 3.05 0.26  O18 0.976
20 H -1.87 2.12 0.45  O18 0.963

Properties
- charge = 0
- E_HOMO (eV) = -8.9
- LUMO energy (eV) = 0.60

***

(z)
Here is a 2-piece molecular cluster, C4H13NOS overall from the OMol25 dataset. Energies are from ωB97M-V/def2-TZVPD.

Each atom is followed by the atoms it is bonded to, with distances in Å.
Element x y z (Å)
1 C 2.51 0.72 -0.53  C2 1.509, H7 1.215, H8 1.040, H9 1.156
2 C 2.10 -0.14 0.64  C1 1.509, N3 1.512, H10 1.089, H11 1.140
3 N 1.00 -1.13 0.38  C2 1.512, C4 1.445, H12 1.085
4 C -0.18 -1.03 1.21  N3 1.445, C5 1.590, H13 1.171, H14 1.182
5 C -0.87 0.41 1.24  C4 1.590, S6 1.797, H15 1.120, H16 1.133
6 S -2.51 0.22 0.54  C5 1.797, H17 1.283
7 H 1.75 1.22 -1.34  C1 1.215
8 H 3.24 0.24 -1.09  C1 1.040
9 H 3.20 1.56 -0.13  C1 1.156
10 H 2.94 -0.77 0.94  C2 1.089
11 H 1.70 0.60 1.41  C2 1.140
12 H 0.79 -0.99 -0.67  N3 1.085
13 H -0.84 -1.93 0.86  C4 1.171
14 H 0.01 -1.46 2.29  C4 1.182
15 H -0.15 1.12 0.75  C5 1.120
16 H -0.91 0.93 2.25  C5 1.133
17 H -2.18 -0.12 -0.65  S6 1.283
18 O 0.14 0.48 -3.16  H19 1.024, H20 0.930
19 H 0.21 -0.37 -2.60  O18 1.024
20 H 0.98 0.78 -3.40  O18 0.930

Properties
- charge = 0
- E_HOMO (eV) = -8.6
- LUMO energy (eV) = 0.63

***

Which structure wins on stability? (w) wins.